Density functional theory data (ωB97M-V with the def2-TZVPD basis set) for 12 unconnected molecules or ions with the total composition C18H62N2O12 at a distorted geometry.

Structure (ORCA input):
```
! RIJCOSX wB97M-V def2-TZVPD def2/J DEFGRID3
* xyz 1 2
C 30.49 0.94 14.55
C 31.28 0.99 15.87
O 31.74 2.24 16.08
H 29.84 0.06 14.42
H 31.19 0.87 13.72
H 29.88 1.83 14.43
H 32.09 0.26 15.93
H 30.49 0.81 16.60
H 32.07 2.46 15.21
C 28.77 -5.55 15.37
C 28.06 -5.42 16.70
O 28.37 -4.15 17.29
H 28.49 -4.89 14.56
H 28.53 -6.56 15.04
H 29.85 -5.59 15.51
H 28.42 -6.21 17.36
H 27.00 -5.50 16.49
H 27.95 -4.22 18.15
C 29.93 -0.80 8.44
C 31.35 -0.32 8.80
O 31.81 0.84 8.15
H 29.61 -1.63 9.07
H 29.74 -1.06 7.40
H 29.20 -0.07 8.79
H 32.09 -1.10 8.61
H 31.49 -0.15 9.87
H 31.81 0.63 7.21
C 29.77 -7.12 10.38
C 30.15 -6.93 11.85
O 31.12 -7.83 12.33
H 30.52 -7.05 9.60
H 29.01 -6.38 10.14
H 29.26 -8.08 10.25
H 29.29 -6.98 12.52
H 30.55 -5.94 12.07
H 30.85 -8.17 13.19
C 26.25 -2.60 8.54
C 27.41 -3.59 8.16
O 28.01 -3.19 6.99
H 26.60 -1.58 8.69
H 25.64 -2.93 9.38
H 25.54 -2.46 7.73
H 26.95 -4.55 7.95
H 28.12 -3.76 8.96
H 28.81 -3.72 6.93
C 25.91 -3.82 13.60
C 25.62 -3.39 15.06
C 25.32 -1.88 15.25
O 26.37 -1.06 14.76
C 26.26 0.29 15.22
N 24.61 -4.28 15.59
H 26.65 -3.11 13.23
H 24.98 -3.76 13.03
H 26.34 -4.82 13.56
H 26.55 -3.46 15.61
H 25.19 -1.65 16.31
H 24.43 -1.61 14.69
H 26.25 0.52 16.29
H 25.35 0.82 14.91
H 27.12 0.80 14.79
H 24.40 -4.18 16.57
H 25.03 -5.20 15.59
C 27.44 1.44 11.55
C 27.26 -0.10 11.26
C 28.48 -0.94 11.66
O 28.30 -2.32 11.13
C 29.41 -3.13 11.41
N 26.11 -0.53 12.05
H 27.71 1.58 12.60
H 26.58 2.02 11.22
H 28.25 1.83 10.93
H 27.08 -0.15 10.18
H 28.50 -1.01 12.74
H 29.35 -0.42 11.26
H 29.51 -3.23 12.49
H 30.32 -2.76 10.94
H 29.30 -4.15 11.04
H 26.13 -1.52 11.88
H 26.32 -0.47 13.04
O 29.18 -2.20 15.40
H 28.27 -1.97 15.24
H 29.15 -2.97 15.96
O 31.36 -3.22 14.20
H 32.04 -3.18 14.88
H 30.58 -2.85 14.62
O 23.40 0.26 11.72
H 24.34 0.07 11.75
H 23.28 0.97 12.35
O 30.67 3.40 12.23
H 30.75 3.34 11.28
H 29.87 3.90 12.37
O 32.90 -3.51 11.85
H 32.29 -3.46 12.59
H 33.46 -2.75 11.94
*
```

Summary:
- energy relative to the best compared isomer or geometry (same formula, charge and spin) (kcal per mole) = 27.5
- <S²> = 0.7546
- HOMO-LUMO gap (alpha / beta) (eV) = 9.644 / 3.342
- calculated total energy (eV) = -47209.582